DFT (wB97M-V/def2-TZVPD) results for C27H28N6ORuS as an isolated structure.

Calculated values
LUMO energy (spin up / spin down): -7.74 / -11.30 eV
<S²>: 8.760
multiplicity: 6
total charge: +3
Kohn-Sham gap (spin up / spin down): 8.83 / 5.23 eV

Cartesian coordinates (Å):
Ru (-0.37598, 0.51808, -0.23869)
C (-0.76584, 2.35098, 2.56551)
N (-0.18201, 2.58938, 1.23678)
C (-0.75455, 3.72120, 0.49748)
C (-1.75729, 3.24035, -0.49950)
N (-1.65157, 2.08043, -1.14778)
C (-2.66971, 2.05099, -2.09717)
C (-2.98689, 1.10892, -3.07252)
C (-4.03833, 1.40692, -3.91703)
C (-4.76249, 2.59844, -3.79421)
C (-4.45736, 3.54253, -2.82777)
C (-3.39535, 3.24472, -1.98993)
N (-2.77891, 3.95900, -0.96326)
C (-0.96919, 0.88862, 2.79120)
N (-1.05750, 0.00068, 1.80619)
C (-1.32825, -1.23203, 2.39757)
C (-1.59354, -2.47565, 1.83581)
C (-1.86493, -3.51825, 2.69893)
C (-1.87282, -3.33267, 4.08756)
C (-1.64220, -2.09338, 4.65744)
C (-1.38288, -1.04805, 3.78412)
N (-1.14447, 0.31079, 3.98065)
H (-1.74108, 2.84033, 2.62442)
H (-0.14098, 2.77117, 3.35610)
H (0.81900, 2.71320, 1.32435)
H (0.04126, 4.22716, -0.05395)
H (-1.20636, 4.46350, 1.15911)
H (-2.41826, 0.19235, -3.16394)
H (-4.29691, 0.71269, -4.70464)
H (-5.58112, 2.79621, -4.47214)
H (-5.01955, 4.46279, -2.74421)
H (-3.06716, 4.87261, -0.64182)
H (-1.62610, -2.58744, 0.76087)
H (-2.09178, -4.50071, 2.30721)
H (-2.08660, -4.17580, 4.72965)
H (-1.67141, -1.95060, 5.72940)
H (-1.16356, 0.78259, 4.87424)
N (1.81822, 0.72175, -0.32739)
C (2.97169, 0.82608, -0.33275)
C (4.36690, 0.95336, -0.33877)
C (5.00213, 1.52706, -1.45633)
C (6.37069, 1.68635, -1.43728)
C (7.10513, 1.28375, -0.32483)
C (6.47829, 0.69635, 0.77233)
C (5.11183, 0.52529, 0.77635)
H (4.41939, 1.83096, -2.31580)
H (6.87352, 2.12353, -2.28863)
H (8.17746, 1.42688, -0.31248)
H (7.06555, 0.37268, 1.62033)
H (4.61067, 0.06439, 1.61739)
O (-0.66118, -1.27701, -1.41875)
S (-0.07310, -2.37843, -2.32847)
C (1.46584, -2.90815, -1.49623)
C (1.04836, -3.97751, -0.49553)
C (0.05065, -4.85238, -1.24693)
C (-0.97454, -3.90907, -1.87093)
H (1.90889, -2.01421, -1.06072)
H (2.12538, -3.30260, -2.27066)
H (0.57752, -3.51852, 0.37776)
H (1.91189, -4.54578, -0.15164)
H (-0.43808, -5.57579, -0.59541)
H (0.56720, -5.41155, -2.02845)
H (-1.75009, -3.59204, -1.17550)
H (-1.44759, -4.30744, -2.76670)

Forces on atoms 1 to 6 (eV/Å):
-0.6 -0.1 0.0
-0.1 -0.1 0.0
0.1 -0.3 -0.3
-0.1 0.1 0.0
-0.1 0.2 -0.1
0.8 -0.8 0.8

DFT (wB97M-V/def2-TZVPD) results for a 9-piece molecular cluster, C15H49BNO12S overall.

Calculated values
LUMO energy: -3.68 eV
total charge: +1
Kohn-Sham gap: 8.22 eV

Cartesian coordinates (Å):
C (2.34124, -0.58117, 2.51800)
C (2.31022, -0.07471, 0.95497)
B (1.93629, 1.52299, 0.75968)
O (2.96800, 2.42762, 0.15307)
C (0.47855, 2.20791, 1.22968)
C (-0.67020, 1.47243, 0.31895)
N (-1.25160, 0.29293, 1.11836)
C (-2.13687, -0.59907, 0.27286)
S (-1.78568, -2.37745, 0.87046)
O (-2.35139, -2.48850, 2.33845)
O (-2.53078, -3.40626, -0.06146)
C (-2.01543, 0.95254, 2.28509)
C (-1.01697, 1.94152, 3.14654)
O (0.37716, 1.96500, 2.67769)
H (1.24522, -0.50498, 2.98514)
H (3.01097, 0.10869, 3.22517)
H (2.69047, -1.70650, 2.65384)
H (3.40139, -0.27169, 0.51985)
H (1.57166, -0.74764, 0.30233)
H (2.95625, 2.26660, -0.83628)
H (0.54937, 3.33670, 0.92269)
H (-1.53494, 2.19629, -0.05140)
H (-0.20942, 1.01461, -0.68275)
H (-0.43415, -0.27310, 1.47389)
H (-3.26812, -0.29841, 0.47509)
H (-1.90277, -0.56410, -0.88253)
H (-0.37479, -2.61707, 0.89134)
H (-2.81553, 1.66220, 1.75579)
H (-2.61180, 0.18182, 2.93458)
H (-0.98501, 1.48699, 4.25000)
H (-1.45695, 3.04123, 3.29331)
C (-0.64664, -6.74476, -0.81646)
O (-0.84364, -6.60954, 0.57892)
H (-0.09268, -7.66637, -1.00942)
H (-1.61572, -6.79262, -1.31925)
H (-0.07279, -5.89246, -1.18866)
H (-1.33727, -5.78368, 0.71929)
C (1.01059, 4.94176, -1.91206)
O (0.41454, 3.67234, -1.71843)
H (2.08397, 4.86257, -1.72476)
H (0.84573, 5.26955, -2.94142)
H (0.57328, 5.66082, -1.21496)
H (-0.53686, 3.77380, -1.89151)
C (4.40551, 5.00914, 1.87416)
O (4.40592, 6.40974, 2.08035)
H (4.90559, 4.78914, 0.92811)
H (4.94270, 4.51960, 2.69024)
H (3.37552, 4.64635, 1.83242)
H (3.95603, 6.57431, 2.92647)
C (7.05619, 2.00596, 0.31446)
O (6.19989, 2.91476, -0.35264)
H (8.08199, 2.37747, 0.25786)
H (6.75762, 1.92492, 1.36255)
H (6.99809, 1.02748, -0.16871)
H (5.29749, 2.55891, -0.28586)
C (-5.79449, -2.30429, 0.15408)
O (-5.79408, -0.90369, 0.36028)
H (-5.29442, -2.52430, -0.79196)
H (-5.25730, -2.79383, 0.97016)
H (-6.82448, -2.66709, 0.11234)
H (-6.24397, -0.73912, 1.20640)
C (2.59983, -3.46092, -1.54545)
O (1.74353, -2.55212, -2.21254)
H (3.62562, -3.08941, -1.60205)
H (2.30125, -3.54197, -0.49736)
H (2.54173, -4.43940, -2.02862)
H (0.84113, -2.90797, -2.14576)
C (-1.64424, -3.95420, -3.56017)
O (-0.27717, -4.15864, -3.25438)
H (-1.93863, -2.95771, -3.22279)
H (-1.79216, -4.02930, -4.64030)
H (-2.24981, -4.70444, -3.04571)
H (-0.04490, -5.05020, -3.56514)
C (-5.41880, 2.31098, -1.98144)
O (-6.18305, 1.13799, -2.19170)
H (-5.74995, 3.08112, -2.68194)
H (-5.56639, 2.66458, -0.95802)
H (-4.36177, 2.09419, -2.15448)
H (-5.86695, 0.47310, -1.55655)

Forces on atoms 1 to 6 (eV/Å):
-0.8 0.0 1.0
0.9 -0.7 -0.1
1.8 0.8 -0.5
-2.8 -2.2 -0.3
1.0 0.3 -1.1
0.6 0.7 -1.7

DFT (wB97M-V/def2-TZVPD) results for a 6-piece molecular cluster, C29H51Br12IO3 overall.

Calculated values
LUMO energy: -0.15 eV
SMILES: CC[C@@H](I)[C@@]1(C[C@@H](C)Br)OC(=O)O[C@@]1(Br)CC[C@@H](C)CCC=C(C)C.BrCCBr.BrCCBr.BrCCBr.BrCCBr.BrCCBr
Kohn-Sham gap: 7.13 eV

Cartesian coordinates (Å):
C (-4.79362, 1.77014, -0.70859)
C (-3.31933, 1.60030, -1.42403)
C (-2.94702, 2.74942, -2.52995)
I (-4.02021, 4.57972, -1.83555)
C (-1.30194, 3.01932, -2.69167)
C (-1.22326, 3.90643, -4.03768)
C (-0.53091, 5.36261, -4.00200)
C (-1.55054, 6.62171, -3.58557)
Br (1.11751, 5.60330, -2.92089)
O (-0.99316, 3.54853, -1.36056)
C (0.00973, 2.54666, -0.86685)
O (0.96814, 2.71563, 0.05991)
O (-0.13759, 1.24697, -1.60314)
C (-0.35954, 1.67529, -3.02525)
Br (1.58197, 2.02355, -3.54976)
C (-1.08850, 0.34808, -3.64697)
C (-0.12711, -0.68042, -4.47522)
C (0.56721, -1.79376, -3.44342)
C (0.38690, -3.32079, -4.10205)
C (2.11797, -1.44377, -3.04573)
C (2.92190, -2.67323, -2.28447)
C (3.44129, -2.09680, -0.80270)
C (2.42457, -1.76087, 0.25453)
C (2.47882, -0.40457, 1.17498)
C (1.15566, -2.79936, 0.47800)
H (-5.66864, 2.02269, -1.46650)
H (-4.78884, 2.46871, 0.24564)
H (-5.06560, 0.68601, -0.28695)
H (-3.38623, 0.57260, -2.02866)
H (-2.54078, 1.46254, -0.56119)
H (-3.43544, 2.38887, -3.55715)
H (-2.34100, 4.05714, -4.43143)
H (-0.69659, 3.27885, -4.90666)
H (-0.22396, 5.62125, -5.12845)
H (-2.58123, 6.48870, -4.16288)
H (-1.67428, 6.72478, -2.42390)
H (-1.04701, 7.58832, -4.05953)
H (-1.98482, 0.71332, -4.33932)
H (-1.50211, -0.27064, -2.71329)
H (-0.85490, -1.33523, -5.15980)
H (0.63560, -0.19043, -5.21179)
H (-0.03235, -1.85175, -2.41234)
H (0.34516, -4.09415, -3.19456)
H (-0.66150, -3.44596, -4.65033)
H (1.29473, -3.63580, -4.76962)
H (2.68697, -1.06287, -3.99598)
H (2.06249, -0.56375, -2.24079)
H (2.25976, -3.61045, -2.05454)
H (3.87113, -2.94132, -2.91612)
H (4.60836, -1.98404, -0.60760)
H (3.34633, -0.41252, 1.96103)
H (1.40212, -0.26302, 1.65081)
H (2.65767, 0.52044, 0.44723)
H (0.97052, -2.96279, 1.63521)
H (0.19004, -2.26282, 0.02716)
H (1.29271, -3.80377, -0.10726)
Br (-1.79315, 0.12158, 2.55008)
C (-1.04675, 1.59634, 3.58516)
C (-0.23975, 1.08854, 4.75732)
Br (-1.39951, 0.48447, 6.20447)
H (-1.88368, 2.23582, 3.87912)
H (-0.40803, 2.14090, 2.88416)
H (0.35959, 1.89408, 5.19119)
H (0.41553, 0.25094, 4.50279)
Br (-7.11073, 0.53748, -3.38490)
C (-8.81696, -0.07502, -2.66585)
C (-8.66359, -0.58305, -1.25113)
Br (-7.86167, -2.36077, -1.22215)
H (-9.20309, -0.82848, -3.35794)
H (-9.46801, 0.80325, -2.69180)
H (-9.64153, -0.70493, -0.77664)
H (-8.03844, 0.05924, -0.62470)
Br (2.92280, -6.23210, -1.81750)
C (4.72475, -6.93445, -2.06870)
C (5.76540, -5.96761, -1.55361)
Br (6.02699, -4.48489, -2.79350)
H (4.83317, -7.16233, -3.13271)
H (4.74848, -7.86688, -1.49780)
H (6.74249, -6.45400, -1.48245)
H (5.51032, -5.53140, -0.58386)
Br (2.96255, 0.71846, 4.37485)
C (3.33683, -0.57512, 5.78551)
C (4.34876, -1.60148, 5.33204)
Br (3.53360, -2.92375, 4.15249)
H (2.37868, -1.01159, 6.08089)
H (3.73287, 0.01634, 6.61571)
H (4.72535, -2.17481, 6.18399)
H (5.19358, -1.16791, 4.78978)
Br (3.66427, 2.23727, 8.54073)
C (1.95803, 1.62477, 9.25977)
C (2.11140, 1.11674, 10.67450)
Br (2.91332, -0.66098, 10.70347)
H (1.57190, 0.87131, 8.56768)
H (1.30698, 2.50305, 9.23382)
H (1.13347, 0.99486, 11.14898)
H (2.73655, 1.75903, 11.30093)

Forces on atoms 1 to 6 (eV/Å):
-0.4 -1.5 0.5
-0.9 -0.9 0.0
0.0 -2.5 0.1
0.9 -0.5 -0.8
-2.5 -0.2 -2.2
0.0 0.7 -0.9